Molecular formula: C40H47BrFIN6O3PS2Sr
Method: DFT, ωB97M-V/def2-TZVPD

Geometry as XYZ:
```
103
Properties=species:S:1:pos:R:3:forces:R:3:mulliken_charge:R:1
Sr 0.584 0.236 -0.085 0.7 0.1 -0.3 1.3123
C 3.902 -1.432 -3.898 0.0 0.0 0.0 -1.8523
C 3.019 -1.266 -2.692 0.0 0.0 0.1 -0.1118
N 2.137 -0.341 -2.565 0.0 0.1 -0.2 1.4711
N 2.118 0.553 -3.606 0.0 0.0 0.1 -1.1350
C 1.102 1.372 -3.645 0.0 0.2 0.0 -0.0464
N 1.150 2.273 -4.691 0.1 -0.1 0.0 -0.4936
S -0.299 1.468 -2.651 -0.1 0.1 -0.1 -0.3782
C 3.193 -2.236 -1.579 0.0 0.0 -0.1 0.5701
C 3.979 -3.376 -1.777 0.0 0.0 0.0 -0.7649
C 4.157 -4.275 -0.741 0.0 0.0 0.0 -0.6426
C 3.557 -4.008 0.475 0.0 0.0 0.0 -0.8048
C 2.794 -2.856 0.588 -0.1 0.0 0.0 -0.2477
N 2.604 -1.986 -0.402 0.0 0.0 0.0 0.7353
H 3.707 -0.639 -4.609 0.0 0.0 0.0 0.4296
H 3.713 -2.395 -4.381 0.0 0.0 0.0 0.3297
H 4.957 -1.413 -3.612 0.0 0.0 0.0 0.3647
H 2.073 2.402 -5.079 0.0 0.0 0.0 0.2364
H 0.604 3.105 -4.549 0.0 0.0 0.0 0.2550
H 4.440 -3.558 -2.735 0.0 0.0 0.0 0.3250
H 4.757 -5.165 -0.887 0.0 0.0 0.0 0.4011
H 3.662 -4.670 1.324 0.0 0.0 0.0 0.4787
H 2.291 -2.612 1.518 0.0 0.0 0.0 0.1160
S 1.178 -0.788 2.623 -0.2 -0.1 0.2 -0.5606
C -0.555 -0.880 2.649 0.0 0.0 0.1 0.4412
C -1.247 -1.290 3.808 0.0 0.0 0.0 -1.1212
C -2.621 -1.329 3.814 0.0 0.0 0.0 -0.2019
C -3.325 -0.965 2.666 0.0 0.0 -0.1 -1.3217
C -2.588 -0.584 1.566 -0.1 0.0 0.0 -0.4457
N -1.252 -0.542 1.542 -0.2 -0.1 0.1 0.7731
H -0.668 -1.558 4.682 0.0 0.0 0.0 0.4775
H -3.149 -1.640 4.708 0.0 0.0 0.0 0.4054
H -4.406 -0.974 2.623 0.0 0.0 0.0 0.4611
H -3.081 -0.300 0.642 0.0 0.0 0.0 0.2058
C 1.856 3.848 4.082 0.0 0.0 0.0 -1.4847
C 0.944 2.656 3.773 0.0 0.0 0.0 1.1260
C 0.714 1.844 5.046 0.0 0.0 0.1 -1.8812
C -0.347 3.109 3.117 0.0 0.0 0.0 1.0653
C -1.407 3.534 3.910 0.0 0.0 0.0 -0.2387
C -2.591 3.992 3.356 0.0 0.0 0.0 -1.7061
C -2.712 4.043 1.979 0.0 0.0 0.0 -0.1034
C -1.673 3.633 1.149 0.0 0.0 0.0 0.7592
C -1.844 3.747 -0.351 0.0 0.0 0.0 1.6104
C -2.103 5.190 -0.786 0.0 0.0 0.0 -1.7672
C -2.951 2.826 -0.863 -0.1 0.0 0.0 -1.2647
C -0.481 3.132 1.710 0.0 0.0 0.0 -1.9795
N 0.547 2.616 0.881 0.0 0.1 0.2 2.4771
C 1.487 3.499 0.482 0.0 0.0 0.1 -0.1903
C 1.479 4.902 0.682 0.0 0.0 -0.1 -0.7073
C 2.500 5.718 0.216 0.0 0.0 0.0 -0.9479
C 3.594 5.205 -0.466 0.0 0.0 0.0 -0.6533
C 3.654 3.824 -0.667 0.0 0.0 0.0 -0.7125
C 2.638 3.042 -0.198 -0.1 0.0 0.0 -0.0812
F 2.737 1.675 -0.371 0.0 0.0 -0.1 -0.0712
H 2.775 3.503 4.566 0.0 0.0 0.0 0.4262
H 1.358 4.545 4.765 0.0 0.0 0.0 0.2772
H 2.132 4.392 3.180 0.0 0.0 0.0 0.3058
H 1.452 2.013 3.055 0.0 0.0 0.0 -0.1832
H 0.384 2.480 5.876 0.0 0.0 0.0 0.4481
H 1.646 1.362 5.350 0.0 0.0 0.0 0.3955
H -0.030 1.062 4.895 0.0 0.0 0.0 0.3644
H -1.306 3.497 4.989 0.0 0.0 0.0 0.2611
H -3.410 4.305 3.994 0.0 0.0 0.0 0.3639
H -3.631 4.413 1.534 0.0 0.0 0.0 0.3138
H -0.912 3.426 -0.811 0.1 0.0 0.0 -0.4493
H -3.045 5.570 -0.379 0.0 0.0 0.0 0.3342
H -2.162 5.247 -1.877 0.0 0.0 0.0 0.4344
H -1.298 5.849 -0.455 0.0 0.0 0.0 0.3378
H -3.920 3.089 -0.425 0.0 0.0 0.0 0.3875
H -2.746 1.780 -0.614 0.0 0.0 0.0 0.0344
H -3.031 2.901 -1.950 0.0 0.0 0.0 0.4322
H 0.643 5.339 1.215 0.0 0.0 0.0 0.6251
H 2.432 6.786 0.395 0.0 0.0 0.0 0.3868
H 4.385 5.848 -0.828 0.0 0.0 0.0 0.3618
H 4.482 3.350 -1.180 0.0 0.0 0.0 0.4592
C -3.863 0.451 -3.601 0.0 0.0 0.0 -0.5657
O -3.674 -0.924 -3.238 0.1 0.1 -0.2 -0.5202
P -2.474 -1.278 -2.177 0.0 0.1 0.3 0.6956
O -1.473 -2.154 -3.131 0.0 -0.2 0.0 -0.2312
C -0.994 -1.642 -4.378 0.0 0.1 0.0 -0.5585
O -3.160 -2.504 -1.380 0.0 -0.1 -0.1 -0.1799
C -3.715 -3.648 -2.035 0.0 0.0 0.0 -0.7778
H -4.306 0.467 -4.596 0.0 0.0 0.0 0.3520
H -2.918 0.999 -3.616 0.0 0.0 0.0 0.1188
H -4.542 0.938 -2.897 0.0 0.0 0.0 0.2719
H -1.758 -1.758 -5.148 0.0 0.0 0.0 0.2226
H -0.113 -2.224 -4.645 0.0 0.0 0.0 0.2176
H -0.707 -0.592 -4.289 0.0 0.0 0.0 0.0958
H -4.607 -3.367 -2.597 0.0 0.0 0.0 0.2528
H -3.982 -4.358 -1.254 0.0 0.0 0.0 0.2060
H -2.986 -4.103 -2.703 0.0 0.0 0.0 0.3233
Br -0.710 -7.625 -2.320 0.0 0.0 0.0 -0.2093
C -0.256 -7.331 -0.506 0.0 0.0 0.0 0.2007
C -0.214 -8.439 0.331 0.0 0.0 0.0 -0.4548
C 0.107 -8.287 1.668 0.0 0.0 0.0 -0.4359
C 0.386 -7.023 2.171 0.0 0.0 0.0 -0.8327
C 0.344 -5.921 1.335 0.0 0.0 0.0 -0.2623
C 0.022 -6.061 -0.016 0.1 0.0 0.2 0.0054
I -0.025 -4.341 -1.174 -0.2 0.0 -0.2 0.2287
H -0.436 -9.417 -0.075 0.0 0.0 0.0 0.3751
H 0.135 -9.155 2.313 0.0 0.0 0.0 0.3553
H 0.636 -6.890 3.215 0.0 0.0 0.0 0.3931
H 0.557 -4.933 1.724 0.0 0.0 0.0 0.4875
```
Positions in Å, forces in eV/Å.

Its HOMO-LUMO gap is 0.216 Eh. As for the multiplicity: 1. As for the total charge: -1.